Record 1
{"formula": "BrH8NSi3", "method": "ωB97M-V with the def2-TZVPD basis set", "symbols": ["N", "Si", "H", "H", "Si", "H", "Br", "Si", "H", "H", "H", "H", "H"], "xyz": [[0.120, 0.007, 0.070], [0.715, -1.502, -0.596], [-0.436, -2.364, -0.843], [0.364, 1.463, 2.211], [-0.282, 1.212, -1.072], [1.641, -2.069, 0.375], [-1.533, 2.749, -0.148], [-0.193, 0.177, 1.796], [-1.545, 0.460, -2.675], [1.406, -1.149, -1.832], [0.522, -0.927, 2.415], [0.855, 1.832, -1.720], [-1.634, 0.112, 2.019]], "forces_ev_per_a": [[0.3, -0.2, 0.6], [-0.2, 0.7, 0.4], [-0.1, -0.4, -0.1], [0.0, 0.2, 0.3], [0.7, 0.0, 1.0], [0.2, -0.3, 0.1], [-0.4, 0.6, 0.3], [0.2, 0.2, -0.9], [-1.5, -0.7, -1.7], [0.1, -0.1, -0.4], [0.1, -0.4, 0.4], [0.9, 0.5, -0.2], [-0.3, 0.0, 0.3]], "mulliken_charge": [0.33, 0.26, -0.08, -0.09, 0.04, -0.12, -0.23, 0.32, 0.01, -0.11, -0.16, -0.07, -0.09], "lumo_ev": [0.70, -2.52], "s2": 2.002, "multiplicity": 3, "max_force_ev_per_a": 2.41}

=====

Record 2
{"formula": "BrNO3", "method": "ωB97M-V with the def2-TZVPD basis set", "symbols": ["O", "Br", "N", "O", "O"], "xyz": [[-0.854, 1.103, -1.465], [0.021, -1.510, 1.910], [0.027, 1.146, -0.694], [0.564, 0.408, 0.020], [0.242, -1.148, 0.229]], "forces_ev_per_a": [[-0.8, -1.2, -0.2], [-0.2, -0.1, 1.5], [-1.7, 5.0, -3.3], [3.3, -2.6, 4.2], [-0.6, -1.2, -2.2]], "mulliken_charge": [-0.43, 0.15, 0.71, -0.14, -0.29], "lumo_ev": -1.16, "smiles": "O=NOOBr", "max_force_ev_per_a": 6.23}

=====

Record 3
{"formula": "BrNO3", "method": "ωB97M-V with the def2-TZVPD basis set", "symbols": ["O", "O", "O", "N", "Br"], "xyz": [[2.075, -0.495, -0.098], [0.296, 0.695, 0.034], [-1.206, -0.727, 0.222], [1.406, 0.441, -0.091], [-2.571, 0.086, -0.067]], "forces_ev_per_a": [[1.6, -3.5, 0.1], [-2.1, 2.1, 0.3], [1.0, -3.6, 0.9], [2.6, 3.2, -0.6], [-3.1, 1.7, -0.6]], "mulliken_charge": [-0.45, -0.34, -0.32, 0.80, 0.32], "lumo_ev": [0.45, -2.30], "s2": 2.009, "multiplicity": 3, "max_force_ev_per_a": 4.19}

=====

Record 4
{"formula": "BrPd2", "method": "ωB97M-V with the def2-TZVPD basis set", "symbols": ["Br", "Pd", "Pd"], "xyz": [[-0.399, 0.039, -0.225], [-0.628, -1.281, 2.287], [1.026, 1.241, -2.062]], "forces_ev_per_a": [[0.0, 0.1, -0.3], [0.1, 0.0, 0.1], [-0.1, -0.1, 0.2]], "mulliken_charge": [0.50, 1.30, 1.19], "lumo_ev": [-15.98, -20.07], "s2": 6.019, "total_charge": 3, "multiplicity": 5, "max_force_ev_per_a": 0.30}

=====

Record 5
{"formula": "C100H78ClNO22", "method": "ωB97M-V with the def2-TZVPD basis set", "symbols": ["C", "C", "C", "C", "C", "H", "H", "C", "C", "C", "C", "O", "C", "H", "H", "C", "C", "C", "C", "C", "C", "C", "C", "C", "C", "C", "H", "H", "C", "C", "C", "C", "H", "H", "O", "H", "H", "C", "C", "H", "H", "N", "H", "C", "H", "C", "C", "C", "H", "H", "H", "C", "H", "H", "C", "H", "O", "C", "C", "C", "C", "H", "O", "C", "H", "H", "C", "C", "Cl", "H", "H", "H", "C", "C", "C", "H", "C", "H", "H", "H", "C", "C", "C", "C", "H", "H", "H", "H", "C", "C", "C", "C", "C", "H", "O", "C", "H", "H", "H", "O", "C", "C", "C", "O", "H", "H", "O", "C", "H", "O", "C", "H", "C", "C", "C", "C", "C", "C", "C", "C", "H", "H", "H", "C", "H", "C", "H", "C", "H", "H", "C", "H", "H", "C", "C", "C", "H", "O", "O", "C", "C", "H", "O", "H", "H", "C", "C", "C", "O", "C", "C", "H", "O", "H", "H", "C", "H", "C", "H", "O", "O", "C", "C", "H", "H", "H", "C", "O", "C", "H", "H", "H", "O", "C", "H", "C", "C", "H", "C", "C", "H", "H", "C", "H", "C", "C", "C", "O", "H", "H", "C", "C", "H", "H", "C", "O", "O", "H", "H", "C", "H", "O"], "xyz": [[-7.291, -0.989, 1.942], [-5.040, -0.792, 1.057], [0.177, -8.228, 0.314], [1.558, -9.134, -1.481], [-2.211, 8.144, -1.899], [-5.071, -1.193, -2.236], [-1.304, -4.876, 6.230], [3.268, -5.786, 6.417], [0.765, -4.858, 8.984], [3.791, 2.195, -1.391], [-0.214, -0.087, -1.830], [1.700, 4.469, 2.522], [5.361, -1.222, 0.505], [-2.828, 5.222, 4.927], [0.674, -4.753, 10.055], [0.290, -1.593, -0.189], [3.295, -6.103, 4.931], [-2.079, 2.646, 2.884], [-3.362, 2.015, 2.844], [-2.053, 9.981, -3.726], [-1.749, 6.701, -1.666], [0.809, -5.497, 4.666], [5.950, 0.076, 0.844], [4.863, -3.537, 1.207], [3.475, -6.561, 2.181], [-4.048, 6.864, -7.131], [-1.069, -5.088, -1.463], [-4.295, -1.225, 0.406], [-2.166, 1.174, 6.407], [-2.318, 5.339, -6.335], [1.905, -5.314, 8.319], [1.404, 4.107, 1.156], [1.259, 7.032, 1.005], [5.016, -4.290, 1.967], [-2.339, -2.681, -6.688], [-2.833, 3.998, 0.032], [-2.409, -3.608, -2.472], [0.466, 7.138, -2.887], [-0.901, 0.301, 6.008], [1.518, -5.989, 1.941], [-1.921, 7.416, -6.848], [1.344, -0.303, 1.832], [2.276, 1.682, -5.175], [-2.270, 4.546, -0.709], [0.506, -0.099, -5.161], [0.904, -6.498, -2.920], [-3.302, 4.278, -6.317], [2.152, -5.899, 4.096], [3.591, 4.321, -1.444], [0.746, 4.519, -2.349], [1.625, -3.696, 1.397], [1.866, -7.577, -3.432], [3.860, 5.852, 4.017], [1.407, 8.632, -4.807], [4.473, -7.024, 3.102], [0.413, 0.085, 1.883], [4.275, -5.811, 7.065], [5.439, 1.340, 0.088], [-4.648, -1.100, -3.237], [-3.495, 0.839, 1.897], [-1.044, -1.096, 6.514], [-0.939, 3.978, 4.080], [0.694, -5.334, -3.382], [5.712, 2.623, 0.548], [2.708, -5.721, 8.917], [-3.022, 10.403, -3.506], [-2.765, -2.611, -5.548], [0.443, 8.963, -4.449], [3.629, 0.242, 4.146], [-1.544, 11.472, -5.314], [-1.319, -4.215, 8.579], [-0.722, -1.545, 0.215], [-4.849, 0.219, 1.964], [3.769, -9.341, -4.586], [4.090, -2.659, -0.971], [-2.294, 1.080, 7.485], [-0.218, 8.416, -3.404], [-4.419, 7.781, -7.564], [-4.746, -0.042, -3.480], [-4.967, 4.096, 5.093], [-5.677, 1.687, 3.854], [-0.154, 4.920, -1.908], [1.227, 1.934, -5.224], [1.912, -5.522, 6.952], [-5.345, -1.556, -3.940], [-2.358, -1.301, -3.168], [2.319, -1.592, 0.444], [-1.817, 0.490, -5.416], [5.050, 3.743, -0.010], [-7.084, 0.010, 2.868], [2.430, -7.353, -4.659], [-4.228, 3.684, 4.421], [-4.977, 5.820, -7.065], [-7.983, 0.141, 3.452], [1.893, -10.086, -0.792], [-0.410, 3.617, -5.711], [3.944, -8.064, -6.182], [0.275, -2.525, -0.755], [0.275, -9.161, 0.849], [-3.736, 1.955, -5.485], [-0.710, -6.016, -1.044], [-4.464, 2.480, 3.667], [-0.108, 9.987, -5.181], [-1.305, -1.427, 3.081], [0.333, -3.034, 2.313], [-3.490, 6.264, -0.497], [-0.202, -5.267, 4.008], [2.107, 6.372, 1.187], [-2.013, 2.185, 6.030], [-0.100, 5.980, -5.790], [-2.617, 5.827, -0.959], [2.203, -6.349, -4.987], [-5.826, 0.620, 2.920], [4.033, 3.481, -0.930], [4.154, -3.711, 0.021], [-0.802, -7.340, 0.891], [2.103, -8.883, -2.858], [2.254, -6.179, 2.707], [-1.289, -6.282, 0.194], [-0.436, 6.248, -2.109], [-5.999, 5.856, -7.411], [-0.222, -1.433, 7.146], [-0.013, 0.512, 6.603], [5.639, -2.353, 1.405], [1.717, 3.980, -5.271], [3.187, -9.632, -3.338], [0.256, 0.663, -2.465], [-2.948, -3.273, -3.358], [1.487, -0.419, 2.825], [3.463, -10.503, -2.762], [-1.268, 10.632, -4.693], [3.548, -4.596, -0.110], [2.047, 0.372, 1.564], [0.632, -8.047, -0.980], [0.936, 3.260, -5.466], [4.412, -0.166, -1.582], [3.556, -6.841, 1.141], [-1.140, -1.820, 5.287], [1.230, 3.013, 0.753], [4.361, -6.822, 4.444], [-1.931, 3.673, 3.780], [-3.843, -3.894, -3.320], [3.931, -0.227, -2.762], [-1.035, -7.541, 1.926], [1.785, 6.414, 3.174], [-3.270, -1.764, -3.546], [-0.404, -4.827, 6.826], [-2.660, 6.631, -6.789], [-2.510, -3.585, -4.645], [0.252, 0.949, -5.215], [0.804, -5.285, 6.210], [5.200, 4.767, 0.295], [1.648, 5.218, 0.393], [-1.878, -5.594, 0.782], [5.250, -6.931, 5.048], [1.341, -1.564, 0.924], [-8.170, -1.616, 1.925], [4.570, 1.188, -0.971], [-3.129, 0.940, 5.953], [-0.744, 0.159, 4.630], [6.791, 0.165, 1.747], [-1.074, 4.052, -1.196], [-1.433, 2.610, -5.683], [6.192, -2.263, 2.329], [4.186, 4.761, 2.686], [5.391, -7.420, 2.694], [-6.323, -1.333, 0.973], [-2.609, 0.489, 1.108], [2.321, 5.725, 2.521], [-0.617, -0.894, -2.442], [-0.662, 3.111, -0.862], [-1.110, 0.289, -1.335], [-6.381, 1.886, 4.854], [-4.603, 4.530, -6.642], [3.168, 2.151, -2.272], [3.369, -8.231, -5.284], [4.616, -1.368, -0.689], [0.336, 10.304, -6.113], [1.316, -2.786, 1.911], [-1.069, 1.269, -5.419], [-1.191, 2.494, 2.289], [-5.384, 3.893, -6.255], [3.745, 5.725, 2.940], [2.031, -2.555, 2.700], [-1.140, -1.018, 4.270], [-1.496, 8.881, -3.051], [-2.936, 2.873, -5.809], [0.709, -0.515, -0.977], [4.320, 6.510, 2.448], [-1.960, -1.276, 7.078], [-0.403, -4.628, 8.183], [0.214, -6.857, -1.610], [3.016, 6.809, 0.773], [-6.170, -2.152, 0.285], [-2.981, 4.268, 4.443], [1.620, 6.903, -3.130], [-3.211, 8.511, -1.365], [4.554, -10.020, -4.882], [6.445, 2.786, 1.324], [-0.872, 5.037, -5.902], [3.589, -2.723, -1.925], [-3.170, -1.496, -4.920]], "forces_ev_per_a": [[0.6, -1.5, -2.2], [-2.0, 0.0, 0.2], [-2.6, 0.5, 0.5], [0.5, 0.1, -0.5], [0.8, -1.6, -2.0], [0.3, -0.4, 0.2], [0.0, 0.6, -0.1], [-0.8, -0.8, -2.2], [-1.0, -0.2, -1.8], [-0.3, 2.5, -1.6], [-2.0, 1.0, -2.1], [-1.0, -1.2, -2.1], [0.5, -2.0, 0.9], [0.0, -0.2, 0.5], [0.3, 0.0, 0.0], [0.9, 0.6, 1.3], [-2.0, -0.4, 0.2], [-1.6, 0.1, 0.7], [0.6, 0.4, -0.4], [1.1, 0.7, 0.1], [1.1, -0.1, 0.2], [-0.2, 1.1, 0.9], [1.8, 1.9, 1.3], [2.0, 1.8, -0.4], [0.5, -2.2, 1.9], [0.9, -1.2, -0.3], [0.6, -0.1, -0.8], [0.4, 0.6, 0.2], [1.4, -0.1, -0.8], [-0.1, -0.9, -0.4], [-1.5, -0.4, 2.2], [2.9, 2.7, 1.5], [0.2, 0.5, 0.9], [-0.5, -0.3, -0.1], [-1.8, 0.1, 1.8], [-0.2, -0.4, -0.3], [1.1, 0.5, -0.6], [-1.4, 1.1, 0.5], [-1.7, 0.8, 2.9], [-0.8, 0.1, 0.6], [0.1, 0.0, 0.1], [-1.2, -0.6, -1.2], [0.1, -0.3, 0.4], [1.1, -1.3, 0.6], [0.3, 0.0, 0.3], [-1.1, 2.6, 0.6], [1.3, -0.4, 0.9], [-0.2, -0.3, -0.4], [-0.5, 0.0, 0.2], [0.2, -0.1, 0.3], [0.3, 0.2, -0.1], [-0.9, -1.2, -0.7], [0.0, -0.1, 0.0], [0.0, -0.7, 0.3], [-0.4, 0.7, -2.4], [-0.6, 0.6, -0.8], [0.4, 0.1, 0.6], [0.8, -0.6, 1.5], [-0.1, -0.7, 0.4], [0.5, 0.7, 0.0], [-1.0, -1.4, 0.0], [0.3, 0.5, -0.6], [1.3, -4.1, 0.6], [0.0, 0.9, 0.0], [0.5, 0.5, -0.1], [-0.1, -0.3, 0.4], [3.4, 0.2, -1.6], [1.0, 0.9, -2.0], [-0.6, -0.2, -0.4], [-0.8, 0.2, 0.4], [-0.1, -0.2, 0.6], [-0.3, 0.8, 0.1], [1.2, 0.4, 0.5], [-0.4, -0.6, 1.6], [0.4, 0.2, 1.4], [0.1, 0.5, 0.0], [0.0, -1.4, 0.8], [0.4, 0.4, 0.2], [0.9, 0.1, -0.1], [-0.5, -0.1, -0.3], [0.5, 1.3, 2.6], [-1.3, -1.6, 0.5], [0.6, -0.1, -0.6], [1.6, 0.8, 1.1], [-0.1, -0.3, 0.1], [-0.6, 0.8, 0.7], [-0.1, 0.3, 0.1], [-0.2, 0.1, 0.0], [-0.7, -1.6, 0.0], [-0.1, -1.2, -0.7], [1.3, 0.6, -0.8], [-0.4, -1.3, -0.4], [0.9, -0.7, -0.1], [0.6, 0.9, 0.8], [-0.5, 0.9, -0.6], [-1.5, -0.5, 0.3], [-0.6, 0.7, -0.3], [0.6, -0.3, -0.1], [0.9, 0.0, 0.0], [1.9, 3.2, -1.2], [-1.2, 0.7, 0.5], [3.1, 1.7, -0.1], [-1.0, 1.0, 1.0], [0.4, 2.0, 3.9], [0.0, 0.5, 0.1], [-0.2, 0.0, -0.2], [1.5, -0.7, 0.6], [-1.3, -1.6, -2.1], [0.2, 0.2, 0.7], [-0.4, -0.7, 0.1], [0.7, 3.0, -0.8], [0.2, 0.0, -0.9], [-1.5, -1.5, -1.9], [0.9, 0.6, -0.1], [-0.4, 1.8, -1.2], [2.0, -2.1, 0.0], [1.1, 1.6, 1.0], [0.9, 0.9, 0.2], [1.0, 0.2, 0.7], [-2.6, 0.1, 0.3], [-0.1, 0.8, 0.1], [0.2, -0.3, -0.5], [0.3, 1.8, -1.1], [-2.9, 0.7, -1.8], [-0.1, 0.4, -0.6], [-1.6, 0.1, -0.4], [-0.4, 0.1, -0.1], [-3.6, 0.1, -0.6], [1.3, -0.9, 0.8], [0.1, -0.1, 0.0], [0.4, -1.7, -1.4], [0.1, -0.2, -0.3], [0.1, 0.5, -0.2], [-0.3, -0.3, 1.7], [-1.4, 0.3, 0.6], [-2.5, -0.2, -3.2], [0.2, 0.4, -0.2], [-0.7, -2.3, 1.2], [-1.0, -0.4, 0.2], [1.1, 1.4, 0.0], [0.9, 0.5, 0.5], [-0.7, 0.3, 0.7], [1.8, -0.5, 3.8], [-0.4, 0.1, 0.0], [-0.3, -0.4, 0.7], [-0.1, 1.4, 1.6], [1.6, -1.6, -0.6], [-2.1, -1.1, 0.3], [1.3, -1.0, -0.9], [0.1, -0.2, -0.5], [-2.2, 0.3, -2.1], [0.4, -0.1, 0.1], [0.1, -1.0, 0.0], [-0.5, 0.3, -0.6], [-0.2, -0.4, 0.4], [0.3, -2.0, 1.9], [-0.5, 0.4, 0.2], [0.2, -2.8, 0.4], [0.2, -0.9, -0.3], [0.4, 2.6, -0.8], [-1.4, 0.1, -1.8], [1.9, 1.3, -0.6], [0.4, -0.4, 0.4], [0.2, 0.5, -0.2], [0.2, 0.0, 0.0], [0.0, -0.2, 0.0], [1.9, -0.2, 1.1], [-1.5, 0.7, 1.4], [-0.9, 2.5, 1.1], [0.3, -0.3, -0.6], [-0.3, -0.3, -0.3], [-0.1, 0.6, 0.3], [0.4, -0.5, -1.7], [-0.5, 1.5, 0.9], [-0.3, -0.7, 0.1], [-0.2, 0.5, 0.9], [0.6, -1.2, 0.6], [0.2, 0.3, 0.1], [-0.2, 0.4, -0.9], [-0.3, 1.0, -0.3], [-0.3, -1.1, -0.3], [0.0, -0.7, -0.8], [1.1, -0.8, 0.5], [0.0, -0.3, 0.1], [0.4, -3.0, -5.1], [-0.3, -0.3, 1.0], [-0.3, -1.3, 0.7], [1.5, -0.8, 1.8], [-0.1, 0.0, 0.0], [-0.1, 0.1, 0.0], [0.7, 0.6, 0.5], [1.3, -0.5, -1.9], [-0.1, -0.3, -0.3], [-2.0, -0.5, -0.1], [-0.6, 0.0, -0.2], [0.2, -0.3, 0.1], [-0.9, 1.2, 0.6], [0.1, 0.2, -0.5], [0.0, -0.2, 0.2], [0.3, 1.0, -0.6], [-0.3, -0.5, 0.0], [-0.2, -1.1, -1.8]], "mulliken_charge": [-0.55, -0.41, -0.87, 0.67, 0.22, 0.14, 0.47, 0.49, -0.85, -0.41, -0.67, -0.37, 1.14, 0.43, 0.44, -0.95, 0.66, -0.04, 0.62, -0.76, 0.10, 0.61, 0.15, 0.05, -1.27, -0.70, -0.01, 0.52, -1.37, 0.28, -0.46, 0.14, 0.38, 0.28, -0.59, 0.56, -0.06, 0.33, 0.64, 0.57, 0.51, 1.62, 0.49, -0.49, 0.56, 0.41, 0.07, 0.43, 0.63, 0.43, -0.13, 0.33, 0.38, 0.40, -0.41, -0.52, -0.61, 0.49, -1.31, 0.49, -0.94, 0.62, -0.75, -0.71, 0.42, 0.49, 0.62, -0.52, -0.77, 0.36, 0.43, 0.30, 0.04, -0.31, -0.90, 0.53, 0.49, 0.42, 0.29, 0.43, 0.87, -0.60, -0.46, 0.36, 0.42, -1.30, -0.64, 0.64, -0.94, -1.09, -0.30, -0.67, -0.54, 0.42, -0.66, 0.94, 0.36, 0.42, 0.49, -0.67, 0.70, 0.19, -0.52, -0.54, 0.57, 0.50, -0.68, -0.88, 0.26, -0.75, -0.97, 0.48, 0.77, -0.49, -0.33, -0.63, 0.05, -0.33, -0.60, 0.99, 0.40, 0.42, 0.29, -1.32, 0.51, -0.56, -0.04, 0.07, -0.01, 0.44, -0.59, 0.52, -0.06, 0.18, -1.00, 0.38, 0.53, -0.27, -0.26, -0.83, -0.70, 0.33, -0.69, 0.36, 0.32, 2.35, -0.83, -0.44, -0.34, -0.61, 0.54, 0.63, 0.04, 0.42, 0.41, 1.36, 0.37, 0.38, 0.34, 0.05, -0.68, -0.45, -0.12, 0.41, 0.36, 0.42, -0.76, -0.69, 0.67, 0.11, 0.43, 0.21, -0.68, -0.43, 0.38, -0.82, 0.07, 0.43, -2.07, -0.84, 0.11, 0.37, -1.49, 0.67, 0.30, 0.49, 0.55, 0.38, 0.38, 0.24, -0.45, 0.20, 0.24, 0.43, -0.84, -0.65, -0.60, 0.40, 0.48, 0.75, 0.57, -0.30], "lumo_ev": -1.69, "max_force_ev_per_a": 5.95}